1.
Entry from OMol25: one molecule with the formula C19H20N2O3 in a non-equilibrium geometry (wB97M-V/def2-TZVPD).

Element x y z (Å)
C: -3.54348 0.47839 -5.92872
H: -3.60124 -0.56780 -5.61343
O: -2.22771 0.83695 -6.27975
C: -1.26285 0.75767 -5.33091
C: -1.45414 0.35001 -4.03448
C: -0.37330 0.30786 -3.13174
N: -0.63195 -0.10273 -1.87357
C: 0.38963 -0.12827 -1.06516
C: 1.73526 0.23304 -1.38236
C: 2.00370 0.65139 -2.66799
C: 0.93300 0.69369 -3.57137
C: 1.08965 1.10711 -4.91625
C: 0.03170 1.13914 -5.76816
H: 0.13961 1.45259 -6.79447
H: 2.07378 1.39875 -5.25337
H: 2.99812 0.93804 -2.97863
C: 2.45958 0.03873 -0.17349
C: 1.56275 -0.40836 0.75157
C: 1.91149 -0.71602 2.15581
O: 3.05737 -0.48228 2.52085
N: 0.99827 -1.26349 2.98911
C: -0.39844 -1.49379 2.70559
H: -0.51440 -1.90708 1.70286
C: -1.27176 -0.23465 2.84459
H: -2.27972 -0.55319 3.11727
H: -1.33607 0.27087 1.88057
C: -0.75036 0.76369 3.87981
C: -0.36641 0.13869 5.22529
C: 1.09610 -0.30422 5.27386
H: 1.73223 0.53406 4.98356
H: 1.35951 -0.58593 6.29537
C: 1.40999 -1.49033 4.36121
H: 0.90807 -2.39113 4.72496
H: 2.48909 -1.66093 4.35609
H: -0.51498 0.88132 6.01243
H: -1.02304 -0.70535 5.44644
H: 0.12027 1.28458 3.47493
H: -1.52911 1.51340 4.03612
H: -0.73940 -2.25172 3.41530
O: 0.30215 -0.51315 0.22031
H: 3.50259 0.20243 0.00318
H: -2.41524 0.04975 -3.65209
H: -3.93212 1.11918 -5.13148
H: -4.13818 0.61907 -6.82966

Force components x, y, z for each atom (eV/Å):
C -0.23 -0.07 0.07
H 0.01 0.04 0.00
O 0.38 0.09 -0.05
C -0.04 -0.11 0.36
C -0.32 0.09 -0.52
C 0.52 0.13 -0.10
N 0.04 -0.25 0.91
C 0.30 0.46 -1.40
C -0.58 -0.06 -0.22
C -0.21 -0.15 0.37
C -0.23 -0.11 0.21
C -0.20 0.03 -0.23
C 0.14 0.04 -0.04
H 0.05 0.04 -0.11
H 0.08 0.04 -0.07
H 0.09 0.03 -0.04
C -0.29 -0.28 0.74
C 1.05 0.50 -0.85
C 0.02 -0.23 0.37
O 0.03 0.14 -0.21
N 0.15 -0.15 -0.02
C -0.63 0.06 -0.31
H -0.05 -0.06 0.22
C 0.14 0.03 0.02
H -0.06 0.01 -0.03
H -0.09 -0.05 -0.01
C -0.24 -0.16 0.05
C 0.23 0.25 -0.04
C -0.16 -0.26 -0.06
H 0.05 0.03 0.04
H 0.08 0.01 0.03
C 0.46 0.16 0.41
H 0.00 0.03 -0.07
H -0.18 -0.08 0.05
H -0.06 -0.06 0.03
H -0.10 -0.05 0.10
H 0.00 0.10 0.00
H 0.06 0.05 -0.05
H 0.09 0.04 -0.09
O -0.38 -0.17 0.30
H 0.19 0.00 0.16
H -0.12 -0.03 0.00
H 0.02 -0.03 -0.02
H 0.01 -0.03 0.09

- molar mass (g mol⁻¹) = 324.4
- SMILES string = COc1ccc2cc3cc(C(=O)N4CCCCCC4)oc3nc2c1
- highest occupied orbital energy (eV) = -8.06
- LUMO energy (Eh) = -0.00722
- gap between HOMO and LUMO (eV) = 7.864

For each atom in turn, the Löwdin charge in e is: C -0.08; H 0.10; O -0.08; C -0.27; C 0.04; C -0.21; N 0.21; C -0.26; C -0.13; C 0.06; C -0.15; C -0.03; C 0.00; H 0.12; H 0.11; H 0.13; C 0.08; C -0.12; C -0.39; O 0.06; N -0.04; C -0.15; H 0.12; C -0.17; H 0.11; H 0.10; C -0.20; C -0.20; C -0.17; H 0.12; H 0.11; C -0.15; H 0.12; H 0.12; H 0.11; H 0.11; H 0.11; H 0.11; H 0.12; O 0.08; H 0.13; H 0.11; H 0.10; H 0.09


2.
Entry from OMol25: one molecule with the formula C19H20N2O3S (wB97M-V/def2-TZVPD).

Element x y z (Å)
C: 1.83658 5.23920 -0.32593
C: 2.21213 3.81631 0.03904
H: 3.24246 3.75081 0.40692
H: 1.54372 3.41050 0.80539
O: 2.08707 3.00240 -1.13193
C: 2.42119 1.73003 -0.99248
O: 2.95306 1.24913 -0.02681
C: 2.18591 0.95233 -2.30224
N: 1.62037 -0.33561 -1.92178
C: 2.02697 -1.52894 -2.40527
N: 1.52087 -2.66800 -2.08293
C: 0.54059 -2.64101 -1.15893
C: 0.05953 -1.48857 -0.54446
C: -0.96706 -1.76744 0.41047
C: -1.23513 -3.10117 0.46060
S: -0.26502 -4.06015 -0.60163
H: -1.94627 -3.59284 1.09472
C: -1.63181 -0.77517 1.25797
C: -3.01411 -0.79853 1.41105
C: -3.66875 0.11738 2.21844
C: -2.92180 1.08230 2.90110
C: -1.54142 1.09355 2.75443
C: -0.89342 0.18005 1.94649
H: 0.18100 0.20392 1.85495
H: -0.96035 1.83392 3.28596
C: -3.59805 2.08863 3.78092
H: -2.86961 2.76052 4.22755
H: -4.14784 1.59246 4.58053
H: -4.31117 2.68143 3.20865
C: -5.16051 0.06996 2.35451
H: -5.60619 1.00625 2.01982
H: -5.57599 -0.74136 1.76226
H: -5.44659 -0.07872 3.39544
H: -3.58937 -1.53837 0.87161
C: 0.58379 -0.22102 -0.97200
O: 0.23335 0.89262 -0.62448
H: 2.82717 -1.53557 -3.12844
C: 3.49981 0.87033 -3.06453
H: 3.86994 1.88124 -3.21954
H: 3.36560 0.40595 -4.03889
H: 4.23880 0.31611 -2.48973
H: 1.43540 1.50469 -2.88089
H: 2.50241 5.62016 -1.09584
H: 1.91072 5.87256 0.55321
H: 0.81745 5.26738 -0.70082

Force components x, y, z for each atom (eV/Å):
C 0.05 -0.46 -0.09
C 0.16 0.21 0.40
H -0.19 -0.01 -0.02
H 0.11 0.01 -0.07
O -0.10 0.33 -0.31
C 0.29 -0.30 -0.24
O 0.07 0.03 0.01
C 0.02 0.51 0.12
N -0.14 0.14 0.23
C 0.07 -0.30 -0.13
N 0.36 -0.46 -0.37
C -0.33 0.50 0.40
C 0.18 -0.58 -0.17
C -0.06 -0.39 -0.04
C 0.19 0.03 -0.21
S 0.03 0.42 0.00
H -0.15 -0.04 0.19
C -0.13 0.18 0.22
C 0.17 0.08 0.01
C 0.05 0.00 0.05
C 0.04 -0.05 -0.05
C 0.00 -0.04 0.00
C -0.11 -0.10 0.01
H 0.09 0.02 -0.04
H 0.05 0.08 0.07
C 0.01 -0.05 -0.04
H 0.00 0.06 0.05
H -0.08 0.04 0.09
H -0.09 0.09 0.03
C 0.06 0.03 0.01
H -0.12 0.05 0.00
H -0.07 -0.03 -0.02
H -0.11 0.00 0.06
H -0.07 -0.06 -0.07
C -0.16 -0.13 -0.09
O -0.24 -0.01 -0.06
H 0.09 0.21 -0.05
C -0.19 -0.10 0.07
H 0.01 0.04 -0.03
H 0.05 -0.02 -0.07
H 0.08 -0.04 0.01
H 0.14 -0.11 0.13
H 0.06 0.09 -0.05
H 0.00 0.08 0.08
H -0.11 0.08 -0.02

- molar mass (g mol⁻¹) = 356.4
- SMILES string = CCOC(=O)[C@@H](C)n1cnc2scc(-c3ccc(C)c(C)c3)c2c1=O
- highest occupied orbital energy (eV) = -8.05
- LUMO energy (Eh) = 0.02022
- gap between HOMO and LUMO (eV) = 8.603

For each atom in turn, the Löwdin charge in e is: C -0.06; C -0.21; H 0.13; H 0.13; O 0.01; C -0.51; O 0.13; C -0.21; N 0.08; C -0.12; N 0.08; C -0.53; C -0.09; C -0.22; C -0.34; S 1.07; H 0.08; C -0.17; C 0.01; C -0.23; C -0.24; C -0.03; C -0.02; H 0.12; H 0.11; C -0.05; H 0.07; H 0.08; H 0.08; C -0.05; H 0.08; H 0.07; H 0.08; H 0.12; C -0.33; O 0.10; H 0.13; C -0.03; H 0.09; H 0.08; H 0.10; H 0.17; H 0.08; H 0.08; H 0.08


It is found that the energy above the lowest of the compared OMol25 structures with the same formula, charge and spin values, taken in the order of the records, are 162.3 5.5 kJ/mol.